[1]
This record from the Open Molecules 2025 dataset describes a 2-piece molecular cluster, C4H8INS overall. The level of theory is the ωB97M-V functional and the def2-TZVPD basis.

Structure (ORCA input):
```
! wB97M-V def2-TZVPD RIJCOSX def2/J DEFGRID3
* xyz 0 1
H -1.796 2.118 -0.087
C 3.308 0.571 0.639
H -1.365 -3.128 -1.277
H 2.538 1.297 0.658
C -2.514 1.381 -0.618
C -1.990 -0.940 -0.937
H -2.532 1.587 -1.718
S -1.155 -2.256 -0.246
H 4.114 -1.152 1.421
H -3.646 1.621 -0.255
I 1.811 -0.644 2.937
N -1.985 0.082 -0.166
H -2.246 -0.900 -2.029
H 4.211 0.795 0.186
C 3.248 -0.430 1.493
*
```

Output
DFT total energy	-907.74958	Ha
energy relative to the best compared isomer or geometry (same formula, charge and spin)	50.0	kcal per mole
SMILES	C/N=C/S.C=CI

=====

[2]
This record from the Open Molecules 2025 dataset describes C4H8IrO3 as an isolated structure. The level of theory is the ωB97M-V functional and the def2-TZVPD basis.

Structure (ORCA input):
```
! wB97M-V def2-TZVPD RIJCOSX def2/J DEFGRID3
* xyz 2 6
O 2.285 -0.222 -0.184
Ir 1.197 1.235 -0.175
C 3.061 -2.402 0.060
C -1.732 0.829 -0.878
H 1.935 -1.270 1.532
H 3.777 -2.293 -0.756
H 2.969 -3.349 0.590
O -0.282 1.816 0.703
H -3.677 0.697 0.063
C 2.334 -1.268 0.505
H -2.289 0.516 1.184
H -1.363 -0.207 -0.916
O -0.621 1.699 -0.716
H -2.230 1.057 -1.834
H -2.705 2.116 0.529
C -2.661 1.044 0.295
*
```

Output
DFT total energy	-486.15746	Ha
energy relative to the best compared isomer or geometry (same formula, charge and spin)	62.1	kcal per mole

=====

no.,F_max (hartree/bohr)
1,0.0568
2,0.0761